No. 1
DFT (wB97M-V/def2-TZVPD) results for a structure of composition C21H24F6N3O5S4Yb at a distorted geometry.

Geometry (Å):
Yb (0.476, -0.975, 0.330)
C (1.014, 3.253, -0.295)
N (-0.044, 2.520, 0.371)
C (-1.337, 2.659, -0.260)
C (-1.392, 1.942, -1.594)
N (-1.368, 0.470, -1.562)
C (-0.936, 0.013, -2.887)
C (-2.669, -0.078, -1.192)
C (-3.646, -0.254, -2.170)
C (-4.888, -0.791, -1.872)
C (-5.157, -1.162, -0.560)
C (-4.200, -0.976, 0.417)
C (-2.940, -0.415, 0.146)
S (-1.845, -0.149, 1.480)
C (0.000, 2.698, 1.784)
C (-0.892, 3.553, 2.421)
C (-0.864, 3.727, 3.800)
C (0.086, 3.041, 4.541)
C (0.980, 2.191, 3.905)
C (0.964, 1.988, 2.525)
S (2.093, 0.865, 1.763)
H (0.788, 4.335, -0.343)
H (1.172, 2.881, -1.307)
H (1.946, 3.102, 0.247)
H (-1.583, 3.722, -0.463)
H (-2.093, 2.260, 0.415)
H (-0.538, 2.250, -2.201)
H (-2.294, 2.271, -2.138)
H (-1.544, 0.441, -3.698)
H (-0.968, -1.073, -2.931)
H (0.091, 0.331, -3.036)
H (-3.427, 0.021, -3.193)
H (-5.621, -0.935, -2.656)
H (-6.106, -1.615, -0.299)
H (-4.390, -1.288, 1.436)
H (-1.634, 4.076, 1.830)
H (-1.581, 4.380, 4.282)
H (0.120, 3.144, 5.620)
H (1.699, 1.630, 4.489)
F (3.628, -2.732, 2.834)
C (2.503, -3.151, 2.238)
F (2.206, -4.356, 2.728)
F (1.548, -2.275, 2.567)
S (2.735, -3.237, 0.398)
O (2.485, -1.767, 0.151)
O (4.125, -3.603, 0.302)
N (1.757, -4.125, -0.308)
S (0.374, -3.846, -1.336)
O (0.909, -4.073, -2.684)
O (0.118, -2.309, -1.221)
C (-1.380, -3.911, 2.379)
F (-0.572, -2.875, 1.248)
F (-0.884, -3.341, 3.509)
F (-0.560, -4.981, 2.206)
C (3.230, -1.444, -3.071)
O (2.133, -0.671, -2.532)
C (2.229, 0.284, -1.661)
C (3.624, 0.749, -1.408)
H (3.962, -1.626, -2.286)
H (3.683, -0.914, -3.911)
H (2.760, -2.376, -3.381)
H (4.248, 0.774, -2.307)
H (4.062, 0.040, -0.694)
H (3.603, 1.714, -0.906)

Values from the calculation:
Kohn-Sham gap (alpha / beta) (eV): 6.3 / 6.3
M (g mol⁻¹): 813.735
Multiplicity: 2
F_max (eV/A): 2.2
Expectation value of S²: 0.751
Lowest unoccupied orbital energy (alpha / beta) (eV): 4.4 / 4.4
Net charge: -2
E_tot (a.u.): -4705.76360

Here are the natural (NBO) charges for atoms 1 to 2, given in e: atom 1 (Yb): 1.72, atom 2 (C): -0.41



No. 2
DFT (wB97M-V/def2-TZVPD) results for a structure of composition C21H24FeO6 at a distorted geometry.

Geometry (Å):
C (4.943, -2.553, 0.327)
C (3.873, -1.815, -0.415)
O (2.721, -1.847, 0.503)
C (1.637, -1.266, 0.044)
C (0.525, -1.157, 0.970)
C (-0.784, -0.966, 0.655)
O (-1.107, -0.227, -0.409)
C (-1.970, -1.523, 1.351)
C (-2.403, -2.829, 0.683)
C (-1.581, -4.030, 1.138)
C (-0.085, -3.986, 0.793)
C (0.833, -3.524, 1.929)
C (0.813, -2.013, 2.208)
O (1.660, -0.841, -1.153)
H (5.870, -2.519, -0.248)
H (5.137, -2.106, 1.307)
H (4.676, -3.606, 0.467)
H (4.141, -0.769, -0.598)
H (3.588, -2.321, -1.342)
H (-1.754, -1.676, 2.417)
H (-2.785, -0.786, 1.285)
H (-3.458, -3.003, 0.932)
H (-2.351, -2.720, -0.410)
H (-1.710, -4.167, 2.223)
H (-2.009, -4.924, 0.660)
H (0.226, -5.005, 0.517)
H (0.089, -3.370, -0.101)
H (0.570, -4.048, 2.862)
H (1.862, -3.833, 1.689)
H (1.772, -1.711, 2.655)
H (0.047, -1.797, 2.965)
O (-2.822, 7.890, -0.935)
C (-2.310, 6.853, -1.078)
Fe (-1.554, 5.419, -1.752)
C (-2.820, 5.172, -2.940)
O (-3.644, 5.205, -3.763)
C (-0.636, 6.446, -2.881)
O (-0.179, 7.234, -3.605)
C (-0.120, 0.748, -0.683)
C (0.341, 1.604, 0.399)
C (-0.009, 2.915, 0.648)
C (-1.073, 3.705, 0.173)
C (-1.840, 3.491, -1.013)
C (-1.398, 2.550, -2.045)
C (-0.642, 1.438, -1.916)
H (0.751, 0.102, -1.155)
H (1.037, 1.139, 1.099)
H (0.588, 3.361, 1.454)
H (-1.398, 4.522, 0.841)
H (-2.936, 3.615, -0.908)
H (-1.836, 2.705, -3.043)
H (-0.487, 0.823, -2.806)

Values from the calculation:
Kohn-Sham gap (alpha / beta) (eV): 6.2 / 5.4
M (g mol⁻¹): 428.262
Multiplicity: 5
F_max (eV/A): 4.5
Expectation value of S²: 6.078
Lowest unoccupied orbital energy (alpha / beta) (eV): 0.3 / -2.7
Net charge: 0
E_tot (a.u.): -2529.48781

Here are the Löwdin charges for atoms 1 to 2, given in e: atom 1 (C): -0.07, atom 2 (C): -0.17